Formula: C23H38O6
Source: the OMol25 dataset
Level of theory: ωB97M-V/def2-TZVPD

```
67
Properties=species:S:1:pos:R:3
O -5.95019 2.22295 -0.89780
O 7.06543 -1.47175 -2.77740
O 4.01437 -2.41138 -1.88581
O -1.27716 2.15248 -4.47458
O 3.01235 -4.10291 0.10902
O 0.93556 0.41303 0.15924
C 0.29852 -0.01377 3.13644
C 5.38668 -2.71171 -1.57385
C -1.10639 0.92537 -2.46167
C 2.99205 -2.90749 0.28160
C 3.28473 -1.94958 -0.85006
C -6.71609 2.05919 -3.12453
C 0.34859 0.13262 6.44355
C 6.20775 -2.61782 -2.86264
C -0.38591 1.30216 -3.74949
C 2.72795 -0.74241 -0.82116
C 1.77818 -0.36684 2.92162
C -2.56338 0.92004 -2.92044
C -6.62001 0.96912 -1.03219
C 0.90669 1.11126 5.39143
C -2.57731 2.09469 -3.89006
C 2.10481 -1.06217 1.63298
C -7.52190 1.09744 -2.25345
C -6.13754 3.00395 -2.07867
C -0.34737 0.79993 7.64523
C 7.04419 -3.86590 -3.13738
C 0.07576 1.15154 4.10578
C 2.65876 -2.27335 1.58032
C 1.83745 -0.37999 0.31202
H 5.76930 -1.97471 -0.86504
H 2.84573 -0.03674 -1.63334
H -5.87625 0.17693 -1.17371
H -7.72096 0.13821 -2.72926
H 1.94652 0.85798 5.17353
H 0.10780 0.50481 8.59003
H 2.11695 -1.01920 3.72970
H 6.54395 -4.52708 -3.84434
H -5.91393 1.52218 -3.63605
H -3.27950 1.04062 -2.10721
H 6.81752 -0.83934 -3.45402
H -8.47714 1.54776 -1.97625
H -6.82575 3.82762 -1.86117
H -5.17575 3.42766 -2.37211
H -3.31413 1.98489 -4.68813
H 8.00287 -3.57075 -3.56012
H 5.43927 -3.70667 -1.12561
H -0.76840 -0.02558 -2.05438
H 2.38834 0.54176 2.98415
H -0.97934 1.14426 4.39750
H 0.54639 1.84204 -3.57681
H -0.35425 -0.54970 5.95758
H -0.15009 0.24248 2.17951
H 1.15879 -0.49989 6.81071
H 0.23934 2.09567 3.57966
H 2.86308 -2.84344 2.47963
H -0.23198 -0.90126 3.49419
H -2.79185 -0.00984 -3.44675
H -0.28358 1.88771 7.58450
H -7.16758 0.76608 -0.11109
H -0.16582 0.41544 -4.35466
H -0.94932 1.68891 -1.69876
H 0.93472 2.11785 5.81484
H -1.40610 0.54620 7.69961
H -2.77684 3.03416 -3.36194
H 7.23613 -4.43822 -2.22945
H 5.48738 -2.46528 -3.66886
H -7.31208 2.57780 -3.87412
```

HOMO, eV: -9.31
F_max, eV/A: 0.46
LUMO, Eh: -0.037
Charge: 0

=====

Formula: C23H39Cl3N3O3SSiTm
Source: the OMol25 dataset
Level of theory: ωB97M-V/def2-TZVPD

```
74
Properties=species:S:1:pos:R:3
Tm 1.18005 0.03266 1.95620
Cl 3.02820 0.75883 0.47480
Cl -1.13757 -2.33175 -1.86425
Cl 2.57927 -0.55484 3.89623
S -2.18991 0.51586 6.20201
Si -0.95784 -0.30858 -1.40453
O 0.82716 -0.38296 -1.18196
O 0.03758 -1.79164 2.23951
O 0.19870 1.93273 2.18930
N -0.47362 4.11905 1.98256
N -1.15862 -3.56036 2.99426
N -0.02371 0.29674 4.80159
C 2.10695 -2.15552 -4.00801
C 1.93817 1.87052 -3.69538
C 2.80381 -2.51385 -1.65585
C -2.27305 0.13034 -2.78467
C 0.37544 0.30721 6.13269
C -0.12088 1.04921 -5.38848
C -1.33401 0.40845 4.67436
C -1.90499 3.78552 2.03080
C 1.53787 2.67184 -4.77176
C -0.64839 0.38876 7.05369
C -0.86251 1.66760 -1.43533
C 2.20640 -1.69190 -2.73636
C 0.48962 2.27663 -5.60599
C -0.10342 5.43869 1.48090
C 0.46098 3.18958 2.09869
C 2.34244 -3.57025 -4.41407
C 0.31379 0.21683 -4.34314
C -1.58322 -0.24104 0.40463
C -1.16729 -4.11816 1.63002
C -1.89145 -4.24937 4.05907
C 1.31440 0.62770 -3.45783
C 1.76709 -0.28290 -2.28788
C -0.49085 -2.44558 3.21498
H -1.86521 0.44936 3.72839
H -0.15048 2.05928 -0.69657
H 2.02260 3.63440 -4.93680
H -2.33706 -0.60948 -3.60005
H -1.86040 2.10851 -1.25403
H -0.11954 -0.77526 -4.23080
H -2.67686 -0.11831 0.43650
H 3.40798 -3.84148 -4.44334
H -0.37031 -2.07652 4.24740
H -2.09878 1.11614 -3.25394
H -2.43344 -5.07076 3.59480
H 1.43201 0.21524 6.36561
H -2.11991 3.20644 2.93891
H 1.50427 3.53479 2.10809
H -0.53739 0.40148 8.13445
H 0.13845 5.40005 0.40820
H 0.14566 2.91831 -6.41832
H -1.15577 0.62646 0.96285
H 2.61563 0.19417 -1.76893
H 1.81873 -4.26733 -3.74505
H -0.95214 0.72435 -6.01101
H 2.34857 -3.50995 -1.57474
H -3.24396 0.16050 -2.26639
H -1.53022 -5.15228 1.67741
H -2.58933 -3.55808 4.56745
H 1.96483 -3.73297 -5.43095
H 3.87072 -2.67257 -1.87989
H -1.22029 -4.65733 4.83189
H -0.93740 6.12495 1.64433
H -1.34740 -1.17537 0.93208
H -2.20510 3.20350 1.14149
H -0.14614 -4.06868 1.21732
H -0.51337 1.99359 -2.42184
H 2.74547 2.17162 -3.01876
H 1.95262 -1.46236 -4.83930
H 2.74384 -1.99999 -0.68717
H -2.44805 4.73680 2.05171
H 0.78498 5.78672 2.01846
H -1.82444 -3.50395 0.98971
```

Spin multiplicity: 3
HOMO, eV: -6.52
F_max, eV/A: 4.07
ΔE to the lowest compared entry with this formula, charge and spin, kcal per mole: 79.5
LUMO, Eh: -0.005
Charge: 0
<S²>: 2.002

=====

Formula: C23H39N2O3P3Ru
Source: the OMol25 dataset
Level of theory: ωB97M-V/def2-TZVPD

```
71
Properties=species:S:1:pos:R:3
Ru 0.23965 -1.88177 -0.07073
P -4.04853 0.48497 0.93775
P 1.77776 0.18071 -2.97212
P 2.62669 -2.07405 2.25637
O -0.27458 0.07088 2.20972
O 2.45310 0.28212 -0.30144
O 2.08930 4.55864 0.66576
N 0.60474 6.14295 -0.03469
N -0.43898 1.45393 -0.38071
C 2.89137 -0.98951 -3.72044
C 4.17466 -2.87353 1.70868
C 2.32479 1.86236 -3.18911
C 0.27074 2.47199 0.10147
C 0.93920 -3.66439 -0.94295
C -4.22883 -0.45500 2.51419
C 0.73786 -3.85258 0.42743
C -1.77993 2.96516 -1.64898
C 0.04078 3.80439 -0.30276
C 1.72159 -0.26075 -1.09945
C -0.09043 -3.11189 -1.71043
C 0.14337 -0.05997 -3.64810
C -1.31127 -2.76973 -1.09982
C 1.00276 4.84805 0.17829
C -1.00385 4.03575 -1.20926
C -1.48219 -2.89809 0.27953
C -0.44903 -3.44816 1.04874
C -4.06565 2.17060 1.69372
C -0.07207 -0.63219 1.29724
C 2.19588 -3.00025 3.77225
C -1.46684 1.67953 -1.18152
C -5.77218 0.33812 0.30073
C 3.20575 -0.45539 2.86132
H 2.50004 -2.01012 -3.62843
H -1.20059 5.04229 -1.57222
H -5.07856 2.52018 1.94343
H -2.60595 3.08790 -2.34082
H -4.03313 -1.51603 2.30287
H -3.47258 -0.08768 3.22367
H 3.09364 -3.06482 4.40990
H 3.48937 0.16477 1.99700
H -5.91736 -0.69464 -0.04536
H 4.82753 -3.01140 2.58403
H 0.06229 -2.91559 -2.76585
H 2.67913 1.98446 -4.22154
H 1.54597 -4.24744 1.03249
H 2.38056 0.03836 3.39400
H -0.48055 -0.59687 -2.92249
H -0.54879 -3.54364 2.12368
H 1.84659 -4.00394 3.49064
H 4.06416 -0.61295 3.52811
H 1.91107 -3.86797 -1.38085
H 1.49678 2.55913 -3.01083
H 1.38280 -2.46506 4.28471
H 1.18716 6.85132 0.38840
H -2.39164 -2.55393 0.75233
H -2.07769 0.82062 -1.47900
H 3.92806 -3.83970 1.24605
H -2.09982 -2.32424 -1.69588
H -0.31665 0.90761 -3.88947
H 4.65720 -2.23112 0.95665
H -0.36081 6.39107 -0.18978
H 3.14114 2.09659 -2.49649
H -5.23728 -0.34126 2.94430
H 0.22387 -0.65423 -4.57001
H 1.06861 2.25132 0.81395
H -3.45041 2.14902 2.60730
H 2.98106 -0.73437 -4.78779
H -5.88626 0.99749 -0.56857
H -6.53632 0.57800 1.05197
H -3.60368 2.87436 0.98931
H 3.87543 -0.92038 -3.24007
```

Spin multiplicity: 5
HOMO (alpha / beta), eV: -19.02 / -19.01
F_max, eV/A: 7.82
ΔE to the lowest compared entry with this formula, charge and spin, kcal per mole: 0.0
LUMO (alpha / beta), Eh: -0.446 / -0.532
Charge: +4
<S²>: 6.015

=====

Formula: C23H39N3O
Source: the OMol25 dataset
Level of theory: ωB97M-V/def2-TZVPD

```
66
Properties=species:S:1:pos:R:3
O -1.64936 -0.18162 -3.45121
N -0.92898 -1.10454 -0.82751
N 0.71888 0.77029 -2.38966
N -0.95951 3.09558 -0.02016
C -0.20282 -1.51698 -2.01521
C -2.46461 -3.54205 2.68489
C 1.80325 2.45476 -0.88356
C 3.08617 1.70115 -0.51819
C -1.07662 -1.45102 -3.28515
C -2.98935 -0.24944 1.15596
C -0.65827 2.47956 -1.29894
C 4.27339 0.28198 1.19114
C 5.44783 1.25438 1.20563
C -2.41527 -1.63313 1.06493
C -1.71961 -0.58663 1.88316
C -4.46852 -3.00049 1.49157
C -2.12769 3.94924 -0.06892
C 0.58045 1.57686 -1.17744
C 1.05403 -0.63522 -2.18569
C 5.56850 1.95205 -0.14490
C -4.45661 -4.82870 3.04355
C 2.97737 1.00816 0.84113
C -5.12765 -4.03810 2.12633
C -1.77251 -2.11887 -0.23035
C -3.12311 -4.57922 3.32062
C -3.13252 -2.73924 1.76867
C 4.26935 2.67285 -0.49190
H 0.13881 -2.54941 -1.87551
H -3.88620 -0.11861 1.74432
H 5.28916 2.00195 1.98616
H 4.07555 3.44993 0.25098
H 2.76236 1.75834 1.60555
H 0.40878 0.88918 -0.34562
H -0.92462 0.45947 -3.30875
H 1.38789 1.20897 -3.01252
H 4.46194 -0.50088 0.45182
H 1.69069 -0.78565 -1.30457
H 5.78938 1.21020 -0.91657
H -1.92340 4.78362 -0.74071
H 4.17501 -0.19866 2.16691
H -2.57509 -2.47179 -0.90309
H -4.97127 -5.63798 3.54046
H 1.59681 -0.99597 -3.06333
H 4.36921 3.16080 -1.46466
H -2.59542 -5.19475 4.03488
H 2.15359 0.29174 0.83817
H 1.99565 3.06997 -1.76842
H -2.94250 0.40148 0.29647
H -1.10345 2.36716 0.67483
H -2.32058 4.34316 0.92717
H -1.90576 -2.16149 -3.21231
H -4.99208 -2.38294 0.77577
H -1.50536 1.89112 -1.69164
H -1.13906 -2.98323 0.00430
H -1.50465 -0.31000 -1.09448
H 6.37275 0.72095 1.43518
H 1.53306 3.12868 -0.06897
H -1.75795 -0.66835 2.95929
H 3.29045 0.94349 -1.28420
H -0.45983 3.28177 -2.01708
H -0.46824 -1.72550 -4.16074
H -1.42391 -3.34586 2.89968
H -3.03299 3.43494 -0.42734
H -0.79151 -0.19342 1.49892
H -6.16744 -4.23094 1.90485
H 6.39401 2.66684 -0.12397
```

HOMO, eV: -8.56
F_max, eV/A: 0.69
ΔE to the lowest compared entry with this formula, charge and spin, kcal per mole: 1.7
LUMO, Eh: 0.029
Charge: 0

=====

These records have DFT total energy values of -1350.5242 -4443.4041 -2352.3614 -1139.2796 Eh, in the order they appear.